{"formula": "C3H8N3S2", "method": "ωB97M-V with the def2-TZVPD basis set", "e_above_lowest_kj_mol": 374.11, "total_charge": 1, "orbital_gap_ev": [7.76, 7.76], "e_homo_ev": [-12.5, -12.5], "energy_ha": -1079.37153, "elements": ["C", "C", "C", "N", "N", "N", "S", "S", "H", "H", "H", "H", "H", "H", "H", "H"], "positions_angstrom": [[-1.448, 0.950, 0.615], [-2.273, -0.195, 0.996], [-0.312, -1.501, -0.261], [-0.165, 1.049, 0.686], [2.527, 1.501, -0.250], [0.513, -2.190, -1.060], [-1.928, -1.381, -0.508], [0.502, -0.189, 0.719], [-1.852, 1.917, 0.185], [-1.891, -0.825, 1.800], [-3.274, -0.015, 0.880], [2.232, 2.073, -1.008], [2.241, 1.947, 0.534], [0.071, -2.629, -1.822], [1.494, -1.975, -1.298], [3.562, 1.463, -0.206]], "nbo_charge": [0.064, -0.488, -0.155, -0.660, -1.081, -0.720, 0.463, 0.851, 0.238, 0.269, 0.262, 0.368, 0.351, 0.410, 0.448, 0.379]}